1.
4 unconnected molecules or ions with the total composition C16H28N4, computed with ωB97M-V with the def2-TZVPD basis set.

calculated total energy	-845.44390	Ha
max |F|	0.888	eV/A
LUMO energy	0.0137	Ha
gap between HOMO and LUMO	11.73	eV
net charge	0

Atoms and positions in Å:
C  -0.905  -4.104  -3.349
C  -1.399  -2.772  -2.830
C  -1.254  -1.628  -3.846
C  0.106  -1.455  -4.344
N  1.173  -1.367  -4.752
H  -1.551  -4.518  -4.122
H  -0.888  -4.827  -2.527
H  0.124  -4.054  -3.713
H  -0.917  -2.507  -1.891
H  -2.476  -2.830  -2.663
H  -1.606  -0.691  -3.409
H  -1.902  -1.826  -4.703
C  0.813  -0.385  6.624
C  -0.153  0.781  6.365
C  -0.710  0.844  4.934
C  -0.706  -0.436  4.248
N  -0.709  -1.442  3.701
H  0.275  -1.329  6.719
H  1.364  -0.233  7.552
H  1.538  -0.514  5.819
H  0.352  1.716  6.594
H  -0.984  0.666  7.061
H  -0.111  1.542  4.347
H  -1.738  1.204  4.942
C  -0.821  2.625  0.758
C  -1.299  1.304  0.188
C  -2.792  1.032  0.456
C  -3.314  -0.103  -0.288
N  -3.744  -0.982  -0.890
H  -0.654  2.566  1.832
H  -1.478  3.449  0.484
H  0.147  2.862  0.304
H  -0.721  0.473  0.606
H  -1.123  1.233  -0.888
H  -3.405  1.904  0.215
H  -2.944  0.851  1.524
C  3.663  0.678  -3.688
C  3.575  1.155  -2.247
C  2.155  1.019  -1.660
C  1.196  1.883  -2.343
N  0.459  2.594  -2.868
H  4.691  0.761  -4.043
H  3.033  1.270  -4.353
H  3.349  -0.361  -3.769
H  4.009  2.152  -2.137
H  4.229  0.528  -1.627
H  2.171  1.306  -0.607
H  1.882  -0.033  -1.718

Electronic structure analysis, Löwdin charges in units of e: number 1, C, carries -0.1125; number 2, C, carries -0.2707; number 3, C, carries -0.1875; number 4, C, carries -0.2258; number 5, N, carries 0.1616; number 6, H, carries 0.0765; number 7, H, carries 0.0744; number 8, H, carries 0.0686; number 9, H, carries 0.1051; number 10, H, carries 0.0926; number 11, H, carries 0.1069; number 12, H, carries 0.1240; number 13, C, carries -0.1153; number 14, C, carries -0.2430; number 15, C, carries -0.1902; number 16, C, carries -0.2615; number 17, N, carries 0.1556; number 18, H, carries 0.0748; number 19, H, carries 0.0708; number 20, H, carries 0.0760; number 21, H, carries 0.1030; number 22, H, carries 0.1060; number 23, H, carries 0.1108; number 24, H, carries 0.1165; number 25, C, carries -0.0968; number 26, C, carries -0.2652; number 27, C, carries -0.1876; number 28, C, carries -0.2219; number 29, N, carries 0.1546; number 30, H, carries 0.0611; number 31, H, carries 0.0802; number 32, H, carries 0.0600; number 33, H, carries 0.1093; number 34, H, carries 0.0848; number 35, H, carries 0.1221; number 36, H, carries 0.1174; number 37, C, carries -0.1210; number 38, C, carries -0.2610; number 39, C, carries -0.1879; number 40, C, carries -0.2555; number 41, N, carries 0.1582; number 42, H, carries 0.0719; number 43, H, carries 0.0726; number 44, H, carries 0.0455; number 45, H, carries 0.1091; number 46, H, carries 0.1076; number 47, H, carries 0.1105; number 48, H, carries 0.1150

---

2.
A molecular structure, C28H24Br2N3OS2V in a non-equilibrium geometry, computed with ωB97M-V with the def2-TZVPD basis set.

calculated total energy	-8208.85854	Ha
max |F|	1.250	eV/A
LUMO energy (alpha / beta)	-0.2705 / -0.2771	Ha
gap between HOMO and LUMO (alpha / beta)	6.32 / 6.19	eV
⟨S²⟩	2.02
net charge	+2
2S+1	3

Atoms and positions in Å:
V  -1.987  -0.281  -1.289
C  -5.342  -0.533  -0.788
C  -4.653  -1.844  -1.017
C  -5.333  -3.071  -0.957
C  -4.661  -4.249  -1.144
C  -3.276  -4.245  -1.416
C  -2.445  -5.380  -1.637
Br  -3.180  -7.102  -1.559
C  -1.116  -5.225  -1.908
C  -0.531  -3.934  -1.989
Br  1.286  -3.755  -2.383
C  -1.305  -2.838  -1.782
O  -0.904  -1.516  -1.906
C  -2.667  -2.993  -1.485
N  -3.348  -1.812  -1.272
H  -6.398  -0.671  -0.572
H  -5.271  0.102  -1.675
H  -4.891  -0.005  0.055
H  -6.394  -3.068  -0.753
H  -5.188  -5.193  -1.086
H  -0.492  -6.091  -2.075
S  -1.641  -0.345  0.985
C  -0.721  1.059  1.212
N  -0.043  1.307  2.288
C  0.693  2.578  2.431
C  1.327  2.915  1.118
N  0.274  2.967  0.074
C  0.519  3.949  -1.035
C  1.670  3.485  -1.885
C  1.438  2.629  -2.959
C  2.499  2.174  -3.727
C  3.795  2.574  -3.428
C  4.030  3.440  -2.369
C  2.969  3.898  -1.601
C  -0.683  2.103  0.077
S  -1.877  2.017  -1.159
C  0.126  0.338  3.416
C  1.519  -0.230  3.379
C  1.868  -1.151  2.392
C  3.158  -1.651  2.336
C  4.104  -1.241  3.270
C  3.758  -0.333  4.259
C  2.465  0.174  4.313
H  1.455  2.437  3.192
H  -0.006  3.348  2.766
H  2.066  2.170  0.818
H  1.811  3.886  1.152
H  0.727  4.900  -0.547
H  -0.400  4.041  -1.603
H  0.425  2.336  -3.209
H  2.315  1.520  -4.569
H  4.621  2.227  -4.035
H  5.036  3.775  -2.154
H  3.157  4.607  -0.802
H  -0.642  -0.423  3.322
H  -0.053  0.899  4.332
H  1.127  -1.493  1.677
H  3.424  -2.374  1.576
H  5.108  -1.642  3.233
H  4.489  -0.028  4.996
H  2.190  0.863  5.105

Electronic structure analysis, Löwdin charges in units of e: number 1, V, carries 0.6412; number 2, C, carries 0.0020; number 3, C, carries -0.2702; number 4, C, carries 0.0293; number 5, C, carries 0.0386; number 6, C, carries -0.1652; number 7, C, carries -0.6068; number 8, Br, carries 0.8803; number 9, C, carries -0.1252; number 10, C, carries -0.5990; number 11, Br, carries 0.8736; number 12, C, carries -0.3296; number 13, O, carries -0.2348; number 14, C, carries -0.1468; number 15, N, carries 0.0203; number 16, H, carries 0.0969; number 17, H, carries 0.0990; number 18, H, carries 0.0861; number 19, H, carries 0.1320; number 20, H, carries 0.1054; number 21, H, carries 0.1116; number 22, S, carries 0.8288; number 23, C, carries -0.5790; number 24, N, carries -0.0537; number 25, C, carries -0.0603; number 26, C, carries -0.0588; number 27, N, carries -0.0379; number 28, C, carries -0.0727; number 29, C, carries -0.2242; number 30, C, carries -0.0365; number 31, C, carries -0.0543; number 32, C, carries -0.0526; number 33, C, carries -0.0511; number 34, C, carries -0.0426; number 35, C, carries -0.5637; number 36, S, carries 0.7622; number 37, C, carries -0.0730; number 38, C, carries -0.2300; number 39, C, carries -0.0368; number 40, C, carries -0.0556; number 41, C, carries -0.0534; number 42, C, carries -0.0509; number 43, C, carries -0.0417; number 44, H, carries 0.1360; number 45, H, carries 0.1578; number 46, H, carries 0.1593; number 47, H, carries 0.1412; number 48, H, carries 0.1428; number 49, H, carries 0.0924; number 50, H, carries 0.0979; number 51, H, carries 0.1146; number 52, H, carries 0.1171; number 53, H, carries 0.1169; number 54, H, carries 0.1168; number 55, H, carries 0.0943; number 56, H, carries 0.1442; number 57, H, carries 0.0995; number 58, H, carries 0.1129; number 59, H, carries 0.1168; number 60, H, carries 0.1173; number 61, H, carries 0.1210

---

3.
3 unconnected molecules or ions with the total composition C18H40BIN4O4 in a non-equilibrium geometry, computed with ωB97M-V with the def2-TZVPD basis set.

calculated total energy	-1552.38267	Ha
max |F|	3.141	eV/A
LUMO energy	0.0118	Ha
gap between HOMO and LUMO	9.66	eV
net charge	0

Atoms and positions in Å:
C  1.159  -2.966  1.157
O  2.506  -3.255  0.852
C  3.006  -2.499  -0.263
C  4.358  -1.879  0.107
C  4.890  -0.800  -0.877
C  3.857  0.216  -1.403
C  3.519  1.367  -0.435
C  2.653  0.938  0.776
C  2.235  2.104  1.695
C  0.904  2.810  1.333
C  -0.184  1.901  0.702
C  -0.237  2.139  -0.842
C  -0.282  0.862  -1.718
C  -1.114  -0.326  -1.158
B  -2.664  -0.089  -0.956
I  -3.764  1.651  -1.619
C  -3.508  -1.228  -0.240
C  -3.870  -0.695  1.190
C  -2.681  -0.086  1.965
O  -3.322  -1.401  2.267
H  0.530  -2.787  0.273
H  0.729  -3.842  1.664
H  1.083  -2.140  1.887
H  3.164  -3.211  -1.090
H  2.237  -1.770  -0.540
H  4.346  -1.544  1.151
H  5.090  -2.702  0.091
H  5.711  -0.275  -0.369
H  5.334  -1.324  -1.735
H  2.931  -0.244  -1.771
H  4.310  0.691  -2.288
H  4.453  1.805  -0.045
H  3.002  2.184  -0.963
H  1.834  0.301  0.419
H  3.298  0.279  1.376
H  3.031  2.863  1.614
H  2.284  1.771  2.740
H  0.484  3.198  2.277
H  1.074  3.707  0.725
H  -1.149  2.233  1.117
H  -0.059  0.855  0.990
H  0.690  2.654  -1.112
H  -1.042  2.851  -1.042
H  0.753  0.503  -1.825
H  -0.665  1.155  -2.703
H  -0.679  -0.750  -0.240
H  -1.038  -1.141  -1.906
H  -2.931  -2.144  -0.075
H  -4.481  -1.390  -0.719
H  -4.839  -0.217  1.322
H  -1.692  -0.496  1.795
H  -2.889  0.682  2.705
C  0.424  3.829  -4.491
O  0.708  3.365  -3.401
N  1.261  3.739  -5.567
N  -0.754  4.477  -4.726
H  1.047  4.113  -6.472
H  2.136  3.269  -5.428
H  -1.392  4.559  -3.955
H  -1.009  4.866  -5.614
C  -5.684  -4.323  3.717
O  -5.893  -4.872  2.649
N  -4.898  -3.217  3.833
N  -6.227  -4.777  4.890
H  -4.716  -2.752  4.701
H  -4.482  -2.854  2.991
H  -6.811  -5.591  4.839
H  -6.070  -4.344  5.779

Electronic structure analysis, Löwdin charges in units of e: number 1, C, carries -0.1244; number 2, O, carries -0.1899; number 3, C, carries -0.2185; number 4, C, carries -0.1763; number 5, C, carries -0.1880; number 6, C, carries -0.2135; number 7, C, carries -0.1947; number 8, C, carries -0.2019; number 9, C, carries -0.1856; number 10, C, carries -0.1925; number 11, C, carries -0.1954; number 12, C, carries -0.2274; number 13, C, carries -0.2257; number 14, C, carries -0.1882; number 15, B, carries -0.7871; number 16, I, carries 0.8934; number 17, C, carries -0.1473; number 18, C, carries -0.2934; number 19, C, carries -0.0311; number 20, O, carries -0.1192; number 21, H, carries 0.0758; number 22, H, carries 0.0891; number 23, H, carries 0.0887; number 24, H, carries 0.1307; number 25, H, carries 0.0865; number 26, H, carries 0.1015; number 27, H, carries 0.1112; number 28, H, carries 0.1106; number 29, H, carries 0.1048; number 30, H, carries 0.0876; number 31, H, carries 0.1076; number 32, H, carries 0.1127; number 33, H, carries 0.1074; number 34, H, carries 0.0857; number 35, H, carries 0.0987; number 36, H, carries 0.1066; number 37, H, carries 0.1039; number 38, H, carries 0.1005; number 39, H, carries 0.1074; number 40, H, carries 0.1007; number 41, H, carries 0.0757; number 42, H, carries 0.0696; number 43, H, carries 0.0610; number 44, H, carries 0.0910; number 45, H, carries 0.0921; number 46, H, carries 0.0759; number 47, H, carries 0.1227; number 48, H, carries 0.1153; number 49, H, carries 0.0957; number 50, H, carries 0.1443; number 51, H, carries 0.1022; number 52, H, carries 0.1117; number 53, C, carries -0.6680; number 54, O, carries 0.0348; number 55, N, carries 0.1498; number 56, N, carries 0.1551; number 57, H, carries 0.0914; number 58, H, carries 0.1027; number 59, H, carries 0.1032; number 60, H, carries 0.0923; number 61, C, carries -0.6901; number 62, O, carries 0.0202; number 63, N, carries 0.1571; number 64, N, carries 0.1384; number 65, H, carries 0.0934; number 66, H, carries 0.0669; number 67, H, carries 0.0984; number 68, H, carries 0.0865

---

4.
2 unconnected molecules or ions with the total composition C9H17N2O2 in a non-equilibrium geometry, computed with ωB97M-V with the def2-TZVPD basis set.

calculated total energy	-612.79704	Ha
max |F|	1.318	eV/A
LUMO energy	-0.1318	Ha
gap between HOMO and LUMO	8.41	eV
net charge	+1

Atoms and positions in Å:
C  -1.349  -0.133  -2.382
C  -0.977  -1.330  -2.910
C  0.565  -1.721  1.576
C  0.717  -0.388  2.305
C  1.083  -1.357  0.192
C  0.344  0.635  1.226
C  -1.931  -0.441  -1.119
C  1.329  0.731  -1.006
C  -2.722  1.675  -0.522
N  -1.899  -1.780  -1.011
N  0.519  -0.031  -0.076
O  -1.303  -2.337  -2.099
O  -2.533  0.285  -0.232
H  -1.202  0.836  -2.812
H  -0.489  -1.583  -3.834
H  1.137  -2.523  2.034
H  -0.485  -2.015  1.538
H  0.084  -0.310  3.185
H  1.754  -0.253  2.611
H  2.181  -1.313  0.216
H  0.799  -2.061  -0.593
H  0.951  1.539  1.299
H  2.341  0.911  -0.622
H  1.417  0.183  -1.944
H  0.861  1.695  -1.199
H  -0.709  0.920  1.329
H  -3.311  2.068  0.303
H  -3.271  1.801  -1.455
H  -2.208  -2.392  -0.270
H  -1.765  2.194  -0.572

Electronic structure analysis, Löwdin charges in units of e: number 1, C, carries 0.0507; number 2, C, carries -0.0121; number 3, C, carries -0.1621; number 4, C, carries -0.1497; number 5, C, carries -0.1906; number 6, C, carries -0.1696; number 7, C, carries -0.2934; number 8, C, carries -0.0899; number 9, C, carries 0.0028; number 10, N, carries 0.1731; number 11, N, carries -0.2294; number 12, O, carries 0.0676; number 13, O, carries 0.0101; number 14, H, carries 0.1345; number 15, H, carries 0.1585; number 16, H, carries 0.1176; number 17, H, carries 0.0978; number 18, H, carries 0.1145; number 19, H, carries 0.1180; number 20, H, carries 0.1293; number 21, H, carries 0.1067; number 22, H, carries 0.1209; number 23, H, carries 0.0997; number 24, H, carries 0.0814; number 25, H, carries 0.0847; number 26, H, carries 0.0981; number 27, H, carries 0.1140; number 28, H, carries 0.1117; number 29, H, carries 0.2039; number 30, H, carries 0.1012

---

Question: Which of these has the lowest calculated total energy?
Answer: C28H24Br2N3OS2V

---

Question: What is the calculated total energy in the second record?
Answer: -8208.85854 Ha

---

Question: Which of these has the highest net charge?
Answer: C28H24Br2N3OS2V